17
Properties=species:S:1:pos:R:3:forces:R:3:mulliken_charge:R:1 method="wB97M-V/def2-TZVPD" gap_ev=5.02 e_above_lowest_ev=8.040 e_tot_ev=-8870.5407 max_force_ev_per_a=5.741 charge=+1 lumo_energy_ev=-8.38 e_homo_ev=-13.4
O 0.979 1.830 1.561 -0.179 -0.239 -0.553 -0.43
C 0.139 1.075 1.983 1.227 0.776 0.974 -0.12
C -0.911 0.475 1.104 -0.329 -0.814 -0.492 -0.49
C -0.516 -0.902 0.342 -0.989 1.836 1.458 -0.78
C -0.036 -0.582 -1.041 -2.962 -4.287 -2.411 0.73
C 1.144 -1.220 -1.515 3.009 0.065 1.611 -1.18
N -0.934 -0.333 -2.024 1.874 1.610 1.062 -0.32
H 0.199 0.895 3.088 -0.641 -0.475 -0.593 0.39
H -1.111 1.166 0.291 0.223 0.457 -0.044 0.28
H -1.882 0.435 1.618 0.417 -0.621 0.128 0.44
H 0.164 -1.608 0.808 0.354 0.561 0.418 0.48
H -1.487 -1.425 0.398 0.397 0.065 -1.077 0.33
H 1.721 -1.069 -2.427 -0.646 0.793 0.247 0.45
H 1.721 -1.382 -0.604 0.795 -0.165 -0.651 0.36
H 2.635 -2.901 -2.344 -1.489 0.556 0.607 0.32
H -0.411 -0.339 -2.896 -1.104 0.380 -0.445 0.25
H -1.695 0.337 -1.887 0.044 -0.498 -0.238 0.30



12
Properties=species:S:1:pos:R:3:forces:R:3:mulliken_charge:R:1 method="wB97M-V/def2-TZVPD" gap_ev=9.53 smiles="S[C@H]1[C@H]2C=NS[C@H]12" e_above_lowest_ev=4.458 e_tot_ev=-27385.2575 max_force_ev_per_a=3.271 lumo_energy_ev=0.67 e_homo_ev=-8.9
S -1.355 -1.470 1.783 0.280 -0.353 -0.612 -0.20
C -0.910 0.053 0.975 1.076 -0.898 -0.771 -0.07
C 0.425 0.481 0.280 -0.682 -2.806 1.537 -0.08
C 1.549 0.216 -0.649 0.513 -1.085 0.245 -0.21
N 1.262 0.630 -1.827 0.099 0.075 -0.020 -0.43
S -0.452 1.108 -1.928 0.570 0.599 -0.913 -0.05
C -0.781 0.142 -0.526 -0.780 -0.835 0.080 -0.16
H -0.716 -2.277 0.891 -0.267 0.244 0.410 0.11
H -1.351 0.835 1.525 -0.163 1.102 0.590 0.33
H 0.566 1.434 0.655 -0.185 2.493 0.060 0.26
H 2.524 -0.228 -0.315 -0.796 0.779 -0.847 0.34
H -0.763 -0.922 -0.864 0.335 0.684 0.241 0.16